Molecular formula: C6H7ClOS
Method: DFT, ωB97M-V/def2-TZVPD

Positions of all 16 atoms, in Å:
C  -2.20283  0.48217  1.19996
C  -1.30932  1.59351  0.87740
C  -2.31667  -0.40590  0.15166
C  -0.62620  1.34627  -0.30683
C  1.95107  -0.79419  -1.25945
C  1.89233  -1.15960  0.16520
O  1.11717  -1.86057  0.71072
S  -1.30040  0.03155  -1.19783
Cl  3.21618  -0.42447  1.10514
H  -2.61969  0.44484  2.17826
H  -0.99077  2.24085  1.69788
H  -2.65718  -1.36299  0.29176
H  2.79282  -0.27520  -1.48211
H  0.98657  -0.15185  -1.33801
H  1.86444  -1.67701  -1.91038
H  0.20249  1.97258  -0.88336

Atoms 1-6, force components in eV/Å:
C 1.082 1.109 -2.169
C 1.007 -1.932 0.054
C 1.373 2.379 0.850
C 0.597 2.206 -1.019
C -3.824 -0.546 -0.040
C 0.413 -0.621 0.392

The value obtained for the electronic energy is -31739.4436 eV. The calculation puts the HOMO-LUMO gap at 0.362 Eh. The calculation puts the highest occupied orbital energy at -9.168 eV.